Entry 1:
Computed, not measured: C10H18CaF6N7O5S2SbSe4 as an isolated structure, with ωB97M-V/def2-TZVPD.

Calculated values
F_max (eV/A): 0.36
Energy (Ha): -13070.84818
Orbital gap (eV): 5.1
Net charge: -2
ΔE to the lowest compared entry with this formula, charge and spin (kJ/mol): 0.00
E_HOMO (eV): -1.327

Geometry (Å):
Ca1 -0.7682 1.0799 -0.6293
Se1 -3.4917 4.9499 -2.7613
Sb1 -1.6834 3.3826 -3.1384
Se2 -2.5416 0.9925 -2.7351
Se3 0.0358 3.6586 -1.2877
Se4 -0.5870 3.4226 -5.3045
C1 0.5567 -1.2725 -2.7137
N1 1.0102 0.0379 -2.2141
C2 1.3100 0.8891 -3.3956
N2 2.3440 0.2755 -4.2364
C3 1.8606 -1.0257 -4.6804
N3 1.5693 -1.9221 -3.5528
C4 2.7906 -2.0630 -2.7607
N4 3.3091 -0.7818 -2.2703
C5 2.2585 -0.1527 -1.4617
C6 3.5451 0.0799 -3.4389
H1 -0.3561 -1.1100 -3.2891
H2 0.3344 -1.9158 -1.8607
H3 1.6318 1.8738 -3.0580
H4 0.4000 1.0300 -3.9785
H5 2.6202 -1.4961 -5.3131
H6 0.9493 -0.8799 -5.2618
H7 3.5589 -2.5372 -3.3786
H8 2.5816 -2.7082 -1.9029
H9 2.6096 0.8249 -1.1216
H10 2.0544 -0.7837 -0.5932
H11 4.3193 -0.3810 -4.0601
H12 3.8992 1.0527 -3.0919
C7 1.1594 -1.5802 2.5980
N5 -0.1500 -2.1534 2.3308
C8 -0.8390 -1.7152 1.2482
N6 -2.1427 -2.0965 1.1561
O1 -0.2799 -1.0471 0.3650
H13 1.1338 -0.4900 2.5659
H14 1.8896 -1.9359 1.8715
H15 1.4710 -1.8975 3.5914
H16 -0.7088 -2.3977 3.1348
H17 -2.6137 -2.2853 2.0298
H18 -2.6861 -1.5619 0.4944
F1 -1.6590 3.3108 4.2880
C9 -2.2805 2.9638 3.1529
F2 -3.5783 2.8372 3.4041
F3 -2.0940 3.9055 2.2491
S1 -1.5650 1.3745 2.5247
O2 -2.4651 0.9218 1.4901
O3 -0.2324 1.7302 2.1010
N7 -1.4549 0.4113 3.7619
S2 -2.6132 -0.4018 4.4367
O4 -3.9270 0.1585 4.3621
O5 -2.4745 -1.8238 4.2044
C10 -2.0930 -0.2153 6.1942
F4 -2.1025 1.0633 6.5630
F5 -0.8684 -0.7081 6.3972
F6 -2.9463 -0.8873 6.9754



Entry 2:
Computed, not measured: a 2-piece molecular cluster, C10H18ClNO4 overall at a distorted geometry, with ωB97M-V/def2-TZVPD.

Calculated values
F_max (eV/A): 1.79
Energy (Ha): -1207.64054
Orbital gap (eV): 4.1
Net charge: 0
ΔE to the lowest compared entry with this formula, charge and spin (kJ/mol): 80.41
E_HOMO (eV): -6.008

Geometry (Å):
C1 -3.1591 0.6524 -2.4064
N1 -1.8373 0.0037 -2.4347
C2 -1.7587 -1.4728 -2.4590
C3 -0.7507 0.7260 -2.4410
Cl1 0.8084 0.0922 -2.5667
H1 -3.9131 -0.1385 -2.4008
H2 -3.2569 1.2770 -1.5083
H3 -3.2981 1.2944 -3.2872
H4 -2.7830 -1.8398 -2.4507
H5 -1.2348 -1.8088 -3.3602
H6 -1.2135 -1.8276 -1.5767
H7 -0.7977 1.8128 -2.4000
H8 1.3057 -1.1065 1.4946
C4 1.0607 -0.0731 1.3119
C5 2.0141 0.7516 0.6460
O1 1.9555 1.9432 0.3823
O2 3.1149 -0.0046 0.2890
C6 4.1211 0.8012 -0.3472
C7 5.1825 -0.0873 -0.9311
C8 -0.1640 0.4435 1.8190
O3 -0.6358 1.5698 1.7092
O4 -0.8433 -0.5507 2.4967
C9 -2.0301 -0.0425 3.1259
C10 -2.8628 -1.1833 3.6387
H9 3.6558 1.3978 -1.1398
H10 4.5603 1.4806 0.3962
H11 5.9429 0.5462 -1.3867
H12 5.6673 -0.7058 -0.1713
H13 4.7724 -0.7293 -1.7155
H14 -1.7394 0.6153 3.9556
H15 -2.6051 0.5402 2.3991
H16 -3.7402 -0.7658 4.1314
H17 -3.2135 -1.8175 2.8205
H18 -2.3242 -1.7938 4.3676